[1]
A cluster of 2 separate species, C12H12 in total at a distorted geometry, computed with the ωB97M-V functional and the def2-TZVPD basis.

Properties
multiplicity	1
HOMO energy	-9.081	eV
E	-464.42188	Ha
structure (SMILES)	c1ccccc1.c1ccccc1
HOMO-LUMO gap	10.0	eV

CARTESIAN COORDINATES (ANGSTROEM)
C 3.668 1.674 3.079
C 2.535 2.388 3.561
C 1.895 3.303 2.627
C 2.333 3.468 1.300
C 3.376 2.694 0.775
C 4.131 1.832 1.699
H 4.247 1.130 3.837
H 2.181 2.389 4.601
H 1.045 3.882 3.009
H 1.678 4.054 0.643
H 3.634 2.735 -0.292
H 5.076 1.343 1.427
C -3.756 -2.415 -3.345
C -3.978 -3.516 -2.468
C -3.224 -3.667 -1.332
C -2.228 -2.717 -1.046
C -1.982 -1.654 -1.925
C -2.770 -1.490 -3.115
H -4.268 -2.426 -4.316
H -4.741 -4.286 -2.644
H -3.343 -4.450 -0.571
H -1.644 -2.800 -0.120
H -1.226 -0.897 -1.678
H -2.641 -0.573 -3.705

[2]
A structure of composition C11H14N3S2 at a distorted geometry, computed with the ωB97M-V functional and the def2-TZVPD basis.

Properties
multiplicity	1
HOMO energy	-10.956	eV
E	-1387.86257	Ha
total charge	+1
HOMO-LUMO gap	6.9	eV

CARTESIAN COORDINATES (ANGSTROEM)
C 1.724 1.911 -3.243
N 1.202 1.433 -1.932
N 0.488 0.295 -1.731
N 0.192 0.184 -0.446
C 0.721 1.283 0.245
C 1.370 2.080 -0.719
C 2.024 3.281 -0.378
C 2.007 3.658 0.964
C 1.353 2.856 1.938
C 0.697 1.652 1.595
H 2.242 2.837 -3.048
H 2.394 1.192 -3.714
H 0.933 2.064 -3.977
H 2.543 3.941 -1.071
H 2.509 4.591 1.260
H 1.362 3.189 2.989
H 0.184 1.013 2.323
C -2.423 -3.583 1.592
C -1.002 -3.784 0.993
S 0.042 -2.316 0.807
C -0.647 -1.241 -0.510
S -2.216 -0.969 0.399
C -3.067 -2.552 0.620
H -3.013 -4.517 1.773
H -2.354 -3.161 2.602
H -0.407 -4.436 1.662
H -1.041 -4.244 -0.031
H -0.573 -1.432 -1.548
H -3.179 -2.970 -0.416
H -4.063 -2.256 1.001

[3]
A cluster of 2 separate species, C13H24F3IN2O2 in total at a distorted geometry, computed with the ωB97M-V functional and the def2-TZVPD basis.

Properties
multiplicity	1
HOMO energy	-5.956	eV
E	-1366.88945	Ha
HOMO-LUMO gap	4.0	eV

CARTESIAN COORDINATES (ANGSTROEM)
N 0.382 -0.919 -1.840
C 1.340 0.069 -1.316
C 1.442 1.277 -2.220
C 0.404 2.366 -1.887
C -0.803 1.786 -1.164
C -2.154 2.357 -1.629
C -3.183 1.285 -1.514
I -5.141 2.174 -2.010
C -2.995 0.060 -2.442
C -3.353 -1.072 -1.613
N -3.604 -0.742 -0.422
C -3.364 0.674 -0.131
H 0.523 -1.830 -1.426
H 0.392 -0.959 -2.849
H 1.095 0.361 -0.305
H 2.319 -0.387 -1.260
H 2.424 1.713 -2.091
H 1.406 0.986 -3.265
H 0.868 3.091 -1.231
H 0.160 2.909 -2.793
H -0.707 2.019 -0.113
H -0.852 0.707 -1.282
H -2.092 2.641 -2.671
H -2.426 3.243 -1.072
H -2.087 -0.020 -3.027
H -3.796 0.108 -3.181
H -3.390 -2.073 -1.995
H -3.891 -1.407 0.290
H -4.123 1.156 0.461
H -2.429 0.683 0.430
C 1.846 -1.305 4.710
C 3.166 -0.785 4.148
O 3.770 -1.594 3.170
C 3.325 -1.462 1.779
O 3.248 -0.237 1.351
C 2.005 -2.262 1.533
F 1.950 -3.432 2.225
F 1.911 -2.626 0.224
F 0.853 -1.607 1.801
H 1.887 -2.385 4.857
H 1.635 -0.825 5.670
H 1.009 -1.084 4.051
H 3.887 -0.768 4.972
H 3.069 0.247 3.798
H 4.073 -2.126 1.281

[4]
The molecule C24H29N3O4S2 at a distorted geometry, computed with the ωB97M-V functional and the def2-TZVPD basis.

Properties
multiplicity	1
HOMO energy	-8.478	eV
E	-2193.54338	Ha
structure (SMILES)	COc1cc([C@@H]2SCC(=O)N2c2nnc([C@]34C[C@H]5C[C@H](C[C@H](C5)C3)C4)s2)cc(OC)c1OC
HOMO-LUMO gap	9.1	eV

CARTESIAN COORDINATES (ANGSTROEM)
C -3.778 -2.137 -3.179
O -3.194 -1.017 -2.547
C -3.312 -0.812 -1.213
C -2.605 0.301 -0.755
C -2.612 0.666 0.578
C -1.886 1.891 1.053
S -2.910 3.410 0.846
C -2.062 3.840 -0.695
C -0.734 3.118 -0.686
O 0.180 3.344 -1.441
N -0.695 2.166 0.290
C 0.395 1.353 0.462
N 0.452 0.427 1.359
N 1.605 -0.233 1.343
C 2.437 0.167 0.451
C 3.790 -0.407 0.224
C 3.865 -0.985 -1.197
C 5.256 -1.568 -1.438
C 6.304 -0.466 -1.289
C 6.236 0.109 0.124
C 6.511 -0.997 1.142
C 5.462 -2.098 0.989
C 5.530 -2.676 -0.423
C 4.071 -1.519 1.240
C 4.848 0.696 0.370
S 1.822 1.500 -0.528
C -3.310 -0.110 1.490
C -4.007 -1.228 1.063
O -4.686 -1.955 2.014
C -4.259 -3.298 2.173
C -4.051 -1.575 -0.298
O -4.799 -2.664 -0.716
C -6.198 -2.525 -0.532
H -4.868 -2.068 -3.197
H -3.481 -3.071 -2.700
H -3.400 -2.111 -4.202
H -2.054 0.861 -1.496
H -1.638 1.801 2.114
H -1.912 4.917 -0.743
H -2.652 3.524 -1.558
H 3.658 -0.196 -1.925
H 3.106 -1.762 -1.314
H 5.300 -1.980 -2.453
H 6.121 0.323 -2.022
H 7.300 -0.873 -1.477
H 6.984 0.902 0.233
H 6.477 -0.589 2.154
H 7.510 -1.409 0.980
H 5.657 -2.891 1.719
H 6.517 -3.108 -0.603
H 4.791 -3.473 -0.534
H 4.003 -1.112 2.250
H 3.311 -2.295 1.147
H 4.646 1.495 -0.348
H 4.793 1.123 1.374
H -3.317 0.134 2.540
H -4.908 -3.726 2.935
H -3.220 -3.330 2.517
H -4.348 -3.871 1.248
H -6.634 -3.469 -0.854
H -6.591 -1.710 -1.150
H -6.457 -2.335 0.512

[5]
The molecule C3H3IO2 at a distorted geometry, computed with the ωB97M-V functional and the def2-TZVPD basis.

Properties
multiplicity	1
HOMO energy	-9.988	eV
E	-564.24179	Ha
structure (SMILES)	O=C1OC[C@@H]1I
HOMO-LUMO gap	10.0	eV

CARTESIAN COORDINATES (ANGSTROEM)
O 1.785 -0.770 1.266
C 0.769 -0.484 0.772
O -0.538 -0.600 1.185
C -1.082 0.150 0.114
C 0.445 0.271 -0.504
I 0.992 -0.669 -2.332
H -1.470 1.257 0.459
H -1.715 -0.547 -0.473
H 0.814 1.391 -0.489

[6]
The molecule C5H10O, computed with the ωB97M-V functional and the def2-TZVPD basis.

Properties
multiplicity	1
HOMO energy	-8.131	eV
E	-271.59515	Ha
HOMO-LUMO gap	8.6	eV

CARTESIAN COORDINATES (ANGSTROEM)
C 0.117 -0.922 2.088
C -0.960 -0.615 1.128
C 1.039 -0.389 -2.056
C -0.951 0.826 0.729
C -0.496 0.775 -0.730
O 0.709 0.040 -0.760
H 0.418 -1.974 2.099
H -0.423 -0.748 3.041
H 0.994 -0.256 2.088
H 1.994 -0.916 -1.992
H 1.141 0.461 -2.747
H 0.274 -1.074 -2.452
H -0.282 1.493 1.299
H -1.970 1.235 0.734
H -0.342 1.791 -1.130
H -1.262 0.272 -1.339

Q: Look up the HOMO energy of the fourth one.
A: -8.478 eV

Q: HOMO energy of number 1 (C12H12)?
A: -9.081 eV